228
Properties=species:S:1:pos:R:3:forces:R:3 method="wB97M-V/def2-TZVPD" e_lumo_ev=0.595 smiles=COCCNCCOC.COCCNCCOC.COCCNCCOC.COCCNCCOC.COCCNCCOC.COCCNCCOC.COCCNCCOC.COCCNCCOC.CCO.CCO.CCO.CCO homo_ev=-8.12 orbital_gap_ev=8.7 max_force_ev_per_a=2.8 relative_energy_ev=0.375
H 7.1093 -0.0955 4.3661 -0.5228 0.1727 0.3033
H 0.4512 5.9334 0.4265 0.0411 0.1167 -0.9399
C 5.3240 -0.4753 -3.2840 -0.1767 0.4556 -1.3199
H 4.2293 -2.6208 0.7695 -0.0464 -0.2114 0.0535
C 7.5810 -3.1659 0.6461 -0.8574 0.8666 0.4190
H -4.2257 -0.9260 3.2676 0.1119 -0.2835 0.2489
H 0.8569 -6.5835 -6.4350 0.5437 -0.0102 -0.0098
H -3.0417 -4.8633 -2.9832 0.2352 -0.2282 0.0163
H 1.3547 2.7123 5.2914 -0.1138 -0.3085 0.1199
O -1.1461 7.7296 -0.9400 0.2651 0.5307 1.0889
H 1.5810 7.2601 1.8893 0.3442 0.3765 0.4092
O 3.9344 1.2538 -4.3323 -1.9401 -0.1239 1.0478
C -6.0427 -6.3222 -0.8589 -0.0995 -0.1791 0.8483
C -3.7199 2.5961 -1.7136 -0.0497 0.2908 -0.4361
C -1.8450 8.8331 -1.4783 0.3225 -0.1517 -0.8065
H -0.4640 -4.2476 -3.4851 0.1429 -0.1932 -0.5580
C -1.1060 -1.5788 5.2213 -0.2788 0.3053 -0.8358
H -2.1853 8.5232 -2.4664 -0.5304 -0.3096 0.1954
H -3.1554 -2.2944 -6.0633 0.0067 0.4571 -0.2238
H 2.2735 -4.6813 -7.2776 0.6256 0.1917 -0.1772
H -2.8478 -2.3865 -3.5713 0.3509 -0.0529 -0.2570
C -0.1710 -6.2767 -2.7299 -0.7226 -0.1136 0.1890
C -5.7818 -2.4906 0.2241 0.6550 -0.4172 1.7402
H -2.9102 2.0014 -2.1366 -0.1129 -0.6017 0.2459
C -0.8216 5.2516 6.9852 -0.4886 -0.2812 0.0397
H -1.3399 5.0201 7.9158 0.1857 0.1893 0.4636
H 3.2433 -4.3362 2.6826 0.0732 -0.0824 -0.0172
H -1.0010 -1.8770 6.2644 -0.1226 -0.2177 0.1302
H -6.7009 0.5566 3.4717 -0.0891 0.1776 0.2974
H 6.9505 -0.6993 2.7174 -0.0921 0.1255 -0.0350
H -0.0173 -0.3423 2.6396 -0.1105 0.3680 0.2028
H -5.8443 0.1232 1.2881 -0.0455 0.1403 -0.2704
H -0.0136 1.8278 -0.4449 0.1858 0.1846 -0.0299
H 5.0585 -0.3022 -2.2411 -0.0868 0.5257 -0.1747
H 5.8547 4.4123 3.8485 -0.0892 -0.2910 0.5145
C 2.1564 -4.2712 2.7335 0.3842 -0.1595 -1.1021
C 3.6490 3.8752 0.8878 0.2608 0.9023 -0.7957
O -1.6992 -0.2033 0.2238 0.7823 -0.7862 -1.9805
H 7.6494 2.6547 3.5576 0.2960 0.5609 -0.1206
H -0.0105 -3.3310 -1.5437 0.0836 1.0148 0.7051
H 5.2537 -1.4667 -0.0647 0.0756 0.1386 -0.1714
H -6.7951 -2.5720 -0.1692 -0.1317 0.5245 0.1294
O 1.3348 0.4171 4.0275 0.4440 0.4572 0.1627
C -2.8768 -0.2317 0.9910 -0.0783 -0.3979 -0.2966
O 0.5633 -4.5291 -6.2716 -0.6703 1.0406 1.1463
H -2.6740 9.1734 -0.8578 -0.0272 -0.0597 0.0924
H -8.6319 -6.4699 -1.4060 0.2684 0.2168 0.4265
C 1.9995 -2.5938 -6.6125 -0.4393 -1.1228 -0.3766
H -6.6664 -5.5331 -0.4391 -0.4970 0.1629 -0.2149
H 6.3548 -0.8271 -3.3269 -0.0331 -0.1977 0.0357
O -6.6474 -6.9705 -1.9656 -0.1183 0.6359 0.4299
H -1.9749 -1.9478 -0.9717 -0.5460 -0.0256 0.3386
H -2.7659 0.6384 -6.2240 0.3832 0.1623 -0.6277
H 4.4040 5.5018 2.0230 0.2341 0.1305 0.2458
H 0.1141 1.2554 -5.0672 0.3189 0.2130 0.0515
C -8.0106 -7.3027 -1.7354 0.2047 -0.0484 -1.2471
H 4.3156 -0.9780 1.3577 -0.3591 0.3546 -0.2768
O -5.0441 1.3957 -3.2525 1.0160 -0.0318 -0.1831
H -1.5651 3.3382 -3.8194 -0.1738 0.1695 -0.1767
C -1.1932 3.7661 -2.8885 -0.7380 0.0435 0.9850
C 4.2997 -1.5811 0.4499 -0.5564 -0.6509 -0.6614
H -0.0202 -6.7948 -3.6770 0.6376 0.1633 0.0575
C 6.5997 2.3805 3.6621 0.7618 1.3675 0.4467
C 1.7928 2.6531 7.3092 -0.5725 1.4399 -0.6945
H 10.2117 -3.3018 2.5627 -0.0058 0.0129 -0.0122
O 6.4088 1.2520 2.9018 -1.1014 -0.9625 -0.5421
H -5.0845 1.0064 -1.2080 -0.0897 -0.2126 0.1064
C -2.9781 -0.2764 5.5128 -2.0363 0.5617 -0.3989
H 2.1765 -5.2906 5.7383 -0.1183 0.1159 -0.0287
H 8.2627 0.3663 3.1847 0.2315 0.2384 -0.2689
H -1.2919 2.9793 -0.1532 -0.1406 -0.0162 -0.1542
C -5.0400 1.8457 -1.9020 0.3268 0.4204 -0.9171
H -0.7426 -1.0848 -2.9995 -0.2311 -0.4235 0.0744
O 2.3112 -5.3240 4.7884 0.5490 -0.9490 0.3211
C 2.6373 1.0500 4.1750 -0.0819 -0.9059 -0.2513
H -8.1419 -8.1782 -1.0996 0.1173 0.0465 0.2521
H -1.6378 5.3015 6.2645 0.3028 0.1103 -0.3783
H 1.8615 -3.4341 2.1008 -0.2305 0.2055 0.2942
H 0.9767 1.0642 2.0680 -0.2024 0.0860 -0.1026
C -1.8253 -0.8757 -1.0992 0.7975 0.6696 0.1710
C -1.4378 2.8166 2.6562 0.3234 1.0592 -0.6171
C -3.6681 -4.1152 -2.4973 -0.0436 2.3774 -1.5531
H 3.4476 0.3760 3.8970 -0.1005 -0.3085 -0.6874
H -2.4091 3.1448 3.0263 -0.0264 0.5146 0.1055
H -0.7420 -2.3405 4.5317 0.2724 0.0216 0.2695
C -3.7900 -2.9311 -3.5092 -0.0891 -0.7522 -0.7409
C -4.1686 -2.6702 -5.9210 0.2243 0.1702 0.8429
O -2.4526 -1.3611 4.8410 0.3111 -1.3732 0.0905
O 4.1643 3.0693 -0.1332 -0.4307 -1.7692 -0.3835
C -6.0861 0.5593 -3.6797 0.3214 0.4241 0.1982
H -4.2611 -5.3846 -0.2537 0.3114 0.1785 -0.2262
H 1.6971 5.1203 2.3442 -0.0102 -0.6282 -0.0264
H 2.0552 -0.5570 -2.4697 0.1129 0.1981 -0.0961
H -1.0400 6.3524 1.1499 -0.1251 0.0044 0.2504
H 1.1456 1.8047 7.5314 -0.2699 -0.0778 0.2871
H 0.2667 3.6222 -0.5432 0.2994 -0.0204 -0.3903
H 1.4697 5.8994 3.8770 -0.0555 0.3608 0.0308
C -0.5514 -0.7685 -1.9741 -0.5176 0.7800 1.5713
H -0.3573 -5.9383 -7.4884 -0.2949 0.1590 -0.1441
H -0.3325 0.6762 -6.7056 0.5253 0.8191 -0.4517
C 0.9543 0.1513 2.6631 0.9244 -0.1844 0.7696
C 1.4812 -3.9404 -7.1710 0.5816 -0.7083 0.0191
C -6.1861 -0.3950 3.3389 0.4737 0.5016 -0.2048
H 5.9487 3.2274 1.2095 0.4678 -0.5859 0.1646
H -7.0078 1.1409 -3.6964 -0.3997 -0.2999 -0.0277
C 1.7365 -4.2153 4.1514 -0.5919 0.5531 0.7948
H -4.5573 -2.1957 -3.2672 -0.1791 0.0008 0.5610
H 1.1721 -4.6013 -2.8362 0.2117 -0.0673 -0.5397
H -2.3464 1.4413 -4.7559 0.7115 -0.0603 0.4128
C -0.0334 0.3803 -5.7001 0.7120 1.4414 -1.8799
H -6.6963 -1.1287 3.9630 -0.2029 -0.3670 -0.1466
H -2.7578 -0.3211 6.5793 -0.1567 -0.0323 0.2885
H -5.0799 -2.0513 -0.4847 -0.1905 0.4732 -0.0346
H 2.4622 -2.7646 -5.6405 0.1848 -0.2120 0.3784
H -8.3807 -7.5353 -2.7339 -0.1505 -0.3034 0.0641
H 0.0183 4.1389 4.1211 0.3222 0.1497 0.2789
H -2.4811 0.5979 5.0924 -0.3175 0.6543 0.1306
H 7.0168 -3.9062 0.0789 0.3742 -0.1477 -0.1570
H -5.1299 0.4896 5.6647 0.4797 0.3191 0.2795
N 5.9394 3.9970 1.8636 -0.7379 0.5295 -0.3479
H 4.0161 1.5021 5.7531 0.0379 0.4982 0.0154
H -2.3874 5.4962 -2.7830 -0.1249 0.3547 0.4861
H -4.9019 -1.8831 -5.7452 0.0771 0.5055 -0.3381
H -3.1877 -3.7729 -1.5807 0.3443 0.0717 -0.1377
H 6.4985 2.1897 4.7305 -0.4397 -0.2102 0.3272
H 2.6484 0.5233 6.1876 -0.3437 -0.0139 0.5158
N 0.6829 6.9239 2.2064 -0.2644 0.8323 0.1424
H -2.6209 0.0671 2.0075 -0.1076 0.0804 -0.0886
H 2.4713 -3.1638 -0.9244 -0.2608 -0.0771 0.3452
H 4.6546 -1.2369 -3.6840 0.0961 -0.2863 0.1830
H 0.3659 -6.7270 -1.8950 0.1891 -0.2155 -0.2425
H 1.0361 -3.8213 -8.1588 -0.2200 0.2703 -0.1186
H -0.3090 0.2899 -2.0697 0.2226 0.2796 -0.0231
O -4.1724 -3.5003 -4.7860 0.2358 -1.1038 0.7379
H 0.1772 -2.0908 -5.9713 -0.3106 -0.1596 -0.0793
H -5.4758 -4.9742 -2.8908 0.0315 0.1328 -0.3822
H 1.5428 -2.1422 -3.0796 -0.1571 0.0235 -0.1849
H 0.6519 -4.2690 4.2455 -0.2608 0.0867 -0.1067
C 1.7248 -1.5544 -2.1799 0.4198 -0.8773 0.7019
H -0.3614 4.4159 -3.1605 0.2684 0.2296 0.2760
H -1.6702 2.1933 1.7928 0.4481 -0.0207 0.0288
H -2.1774 4.7363 -1.1410 0.1022 0.3271 -0.1422
H -3.8428 3.8042 -3.3506 -0.1003 -0.0859 -0.1483
C -4.7146 -5.6852 -1.1982 -1.7458 -0.8785 -0.7244
H -1.2278 -6.4600 -2.5356 -0.1889 0.2075 0.2357
H -3.6431 0.4177 0.5678 -0.0673 0.4261 0.0391
H -5.9154 -7.0379 -0.0467 0.1456 -0.3104 0.1498
H 0.6599 3.9540 8.6564 -0.2549 -0.0263 0.0415
H -1.2175 9.6783 -1.7612 0.4532 0.2342 0.5794
H -5.9158 2.4854 -1.7931 -0.0618 0.2193 0.4940
C 0.9730 5.6858 2.9306 -0.4447 -0.6788 -0.1348
H 2.0977 0.1227 -6.2912 -0.4650 0.1637 -0.9473
C 1.0922 3.9972 7.6567 -0.5715 -0.8854 -1.4182
H -0.9807 2.2382 3.4591 0.3692 -0.0559 -0.0639
H 1.6623 -0.5662 2.2484 0.2145 -0.0358 -0.3042
C 1.2671 -0.4460 -5.8729 -1.3639 0.2740 1.6939
C -6.3345 -0.6867 1.8284 0.9800 -1.0091 0.9130
H 5.3818 0.4195 -5.3204 0.9399 -0.7263 0.1247
N 2.1658 2.6283 5.8873 1.1403 -0.3002 1.6723
H 1.7356 -5.1653 2.2734 0.1068 -0.0797 -0.0488
H -3.1693 -0.1077 -4.7920 0.4941 -0.2991 0.5613
O -5.6666 -1.9322 1.5840 -0.5227 -0.0834 -1.4533
O 0.0409 4.2029 6.6337 1.2217 -0.4918 1.1973
C 0.1043 -4.7934 -2.7319 -0.1570 0.0626 0.4359
C -0.4070 2.7936 -0.7619 -0.8428 -0.2009 -0.9626
H 2.0554 -3.3078 4.6640 0.0880 0.3520 -0.1496
H -5.4426 -3.5171 0.3634 -0.0063 0.0426 -0.0812
C 3.2687 1.9961 -0.4508 0.2429 -0.2995 -0.6643
H -0.5032 8.8703 0.8051 -0.6414 -0.0591 -0.0531
H 3.1751 1.2372 0.3260 0.1447 0.1989 0.4372
C -0.2463 8.0343 0.1545 0.8123 -1.0254 -0.8239
C -0.2349 4.7838 3.2796 0.8345 0.0560 -0.0937
O 3.1936 -1.2641 -0.4211 0.7314 0.4444 1.5695
C -0.0437 6.7488 0.9541 -1.0050 -0.8165 0.5025
H 3.7097 -2.5201 -1.9528 0.0647 0.1213 -0.4408
H 0.7188 8.2726 -0.2926 0.2132 0.4126 -0.1508
H -3.3340 -1.2210 1.0121 0.1312 -0.2855 0.1627
N 0.5125 -1.5451 -1.3658 0.0444 -0.2728 -0.8513
H -0.2913 6.2021 7.0434 -0.0727 0.1756 0.0694
O -0.7578 2.6206 -2.1730 0.7826 0.1592 1.2674
H -3.5049 2.7225 -0.6525 -0.1246 0.0750 0.1300
O 9.4610 -2.8400 2.1822 -0.2554 1.0176 0.1635
H 2.2635 2.3048 -0.7379 -0.0962 0.5817 0.2828
H 8.5567 -4.6007 1.8664 -0.2222 -0.3791 -0.2534
C -2.3649 4.5740 -2.2024 0.6401 -1.1611 -1.3920
C 8.8186 -3.7190 1.2814 0.6092 -0.9179 0.0857
H 5.0853 5.3494 0.4122 0.3730 -0.0892 0.0568
C 2.9379 1.4095 5.6228 -1.5412 0.2609 -1.6972
H -0.5736 -0.6386 5.0773 0.4687 -0.0519 -0.0074
H -1.0598 5.4047 3.6292 -0.3895 0.1538 -0.2329
H 0.6892 -1.2439 -0.4181 0.1550 0.2159 0.0442
C 5.2239 0.7047 -4.2803 0.1666 0.6478 -0.0687
H 5.8979 1.5273 -4.0412 0.5140 -0.2186 0.1961
H 2.8773 4.4637 0.3917 -0.5533 0.3731 0.4463
O -0.2744 -4.2511 -1.4710 -0.2698 -0.9709 -0.0855
H 2.7666 -2.1480 -7.2457 0.0846 -0.2965 -0.2916
C 2.8325 -2.2374 -1.3709 0.1019 0.4813 -0.3524
N -3.6611 3.9202 -2.3639 -0.5287 -0.1110 0.6371
H -4.9553 -1.2275 5.6545 0.1573 -0.4114 0.1138
H 7.7079 -2.2668 0.0431 0.4598 -0.1570 -0.2378
N 0.9059 -1.6745 -6.5333 0.0824 0.4303 -0.1235
H 1.7905 4.8336 7.6249 0.1041 0.0555 -0.1663
C 0.0808 -5.8207 -6.4973 0.4078 -0.4794 -0.5442
H -6.1592 -0.3281 -3.0509 -0.2699 -0.1123 0.1706
H -0.6374 -6.1191 -5.7335 -0.1547 0.5855 -0.0488
H -5.8161 0.2407 -4.6865 -0.1882 0.0244 -0.0363
H 4.6407 3.2006 3.3397 -0.1982 -0.1090 0.3850
H 2.6999 2.5525 7.9051 0.0364 0.0639 0.0715
H 1.6869 -0.5822 -4.8763 -0.0118 -0.5730 0.5573
H 3.8424 2.0071 -4.9202 0.4729 -0.0660 -0.0151
C -4.5353 -0.3149 5.2318 0.6373 0.2641 -1.2143
H 2.6632 1.9407 3.5473 0.1200 0.1306 -0.1358
O -0.5750 3.9261 2.2051 -1.2245 -1.1525 0.3240
H 6.8786 -2.8375 1.4123 -0.0049 -0.0861 0.3465
H 3.2103 3.3056 1.7071 0.0417 -0.1799 0.1346
C 7.1969 0.1786 3.3147 0.6250 -0.6711 -0.1793
H -4.4580 -3.2281 -6.8116 -0.0504 -0.2405 0.2572
C 4.7990 4.7871 1.3010 -0.1808 -0.6152 0.9119
O -1.1616 -0.2929 -5.2860 -0.9105 -1.6991 1.8600
H 3.6062 1.4571 -1.3361 0.5144 0.2223 0.0229
H -4.1524 -6.4627 -1.7155 0.7087 -0.1375 0.2650
H -7.3799 -0.7809 1.5345 -0.1643 0.2171 0.0797
N -4.7733 -0.2370 3.7631 -0.3570 0.1050 -0.0508
N -4.9569 -4.5768 -2.1208 -0.1810 -0.7668 1.1512
C -2.3501 0.4608 -5.2322 -0.8800 -0.0944 -0.7529
H -2.5975 -0.3910 -1.6966 -0.5477 -0.0795 0.2720
C 5.6795 3.5184 3.2498 0.2450 0.3220 -1.3993
H 9.5576 -4.0105 0.5351 -0.1138 -0.1973 -0.3362